Entry from the OMol25 dataset: a structure of composition C44H70BGeKN3O5S2Si3 (ωB97M-V with the def2-TZVPD basis set).

Geometry as XYZ:
```
130
Properties=species:S:1:pos:R:3
K 1.168 2.024 0.082
O 5.044 0.706 -0.437
C 3.877 0.783 -0.848
O 2.817 0.478 -0.235
C 3.671 1.314 -2.270
C 4.750 1.814 -2.987
C 4.584 2.317 -4.270
C 3.331 2.316 -4.863
C 2.271 1.813 -4.132
C 2.411 1.315 -2.854
N 0.933 1.808 -4.750
O -0.029 1.642 -4.029
O 0.868 1.935 -5.964
H 5.717 1.807 -2.502
H 5.430 2.723 -4.810
H 3.164 2.705 -5.856
H 1.564 0.900 -2.327
C -0.368 7.509 -0.501
O 0.551 6.758 -1.284
C 1.039 5.594 -0.792
S 2.015 4.748 -1.881
S 0.630 5.115 0.774
H -0.667 8.341 -1.138
H 0.101 7.875 0.413
H -1.234 6.907 -0.226
C 4.726 -2.577 1.722
C 3.741 -1.511 2.209
C 4.486 -0.319 2.804
C 2.716 -2.118 3.147
C 2.896 -2.061 4.525
C 1.972 -2.615 5.397
C 0.830 -3.215 4.898
C 0.604 -3.292 3.527
C -0.699 -3.881 3.019
C -0.823 -5.366 3.361
C -1.891 -3.094 3.565
C 1.573 -2.771 2.664
N 1.426 -2.943 1.258
B 1.339 -1.978 0.212
N 1.387 -2.721 -1.009
C 1.469 -4.078 -0.673
C 1.494 -4.213 0.664
C 1.609 -2.276 -2.352
C 0.538 -1.800 -3.120
C 0.797 -1.419 -4.435
C 2.071 -1.488 -4.970
C 3.118 -1.947 -4.190
C 2.910 -2.351 -2.875
C 4.075 -2.899 -2.067
C 4.366 -4.350 -2.471
C 5.355 -2.077 -2.205
C -0.886 -1.647 -2.609
C -1.491 -2.931 -2.034
C -1.047 -0.473 -1.644
H 5.428 -2.131 1.014
H 4.207 -3.400 1.222
H 5.292 -2.993 2.561
H 3.224 -1.124 1.329
H 5.233 -0.632 3.542
H 3.799 0.376 3.289
H 4.993 0.212 1.996
H 3.771 -1.560 4.919
H 2.132 -2.555 6.467
H 0.087 -3.611 5.582
H -0.713 -3.782 1.934
H -0.744 -5.526 4.440
H -0.041 -5.958 2.879
H -1.791 -5.753 3.035
H -2.004 -3.235 4.644
H -2.816 -3.415 3.084
H -1.772 -2.027 3.375
H 1.469 -4.845 -1.429
H 1.538 -5.111 1.259
H -0.021 -1.034 -5.034
H 2.251 -1.161 -5.987
H 4.117 -1.982 -4.606
H 3.787 -2.882 -1.014
H 4.722 -4.383 -3.505
H 3.484 -4.985 -2.401
H 5.144 -4.774 -1.831
H 5.728 -2.083 -3.233
H 6.136 -2.518 -1.579
H 5.227 -1.045 -1.885
H -1.473 -1.392 -3.498
H -1.100 -3.157 -1.043
H -1.297 -3.789 -2.683
H -2.573 -2.812 -1.938
H -0.514 -0.635 -0.705
H -2.097 -0.323 -1.390
H -0.686 0.456 -2.091
C -6.135 0.482 1.006
Si -4.321 0.156 1.466
C -4.366 -0.266 3.319
C -3.944 -1.501 0.612
Ge -2.671 1.803 0.952
Si -3.460 3.441 2.521
C -3.075 5.221 2.007
C -2.574 3.180 4.177
C -5.311 3.524 2.971
Si -3.652 2.802 -0.993
C -5.317 3.703 -0.827
C -2.467 4.089 -1.702
C -3.953 1.558 -2.396
H -6.764 -0.361 1.315
H -6.246 0.612 -0.074
H -6.509 1.388 1.488
H -4.942 -1.185 3.478
H -4.829 0.530 3.906
H -3.362 -0.422 3.719
H -4.546 -2.309 1.043
H -2.888 -1.768 0.700
H -4.177 -1.447 -0.456
H -2.042 5.342 1.674
H -3.247 5.896 2.854
H -3.730 5.537 1.190
H -1.501 3.340 4.045
H -2.711 2.158 4.542
H -2.936 3.874 4.943
H -5.898 3.871 2.116
H -5.446 4.244 3.787
H -5.731 2.569 3.290
H -5.281 4.473 -0.055
H -6.120 3.008 -0.567
H -5.574 4.187 -1.776
H -2.316 4.916 -1.004
H -2.854 4.494 -2.644
H -1.480 3.661 -1.901
H -4.560 0.709 -2.069
H -3.011 1.170 -2.790
H -4.479 2.055 -3.219
```

Total energy in a.u.: -6625.81929
Total charge: -2
Largest force on an atom in eV Å⁻¹: 1.85
Relative energy (zero: lowest compared OMol25 entry of this formula, charge and spin) in kJ/mol: 0.0
LUMO energy (spin up / spin down) in eV: 3.863 / 3.849
2S+1: 2
Expectation value of S²: 0.754